## 1
# C3H3N3S

C3H3N3S in the gas phase (ωB97M-V with the def2-TZVPD basis set, the Open Molecules 2025 dataset).

As for the spin multiplicity: 1. The value obtained for the lowest unoccupied orbital energy is -1.6 eV. The gap between HOMO and LUMO comes out at 7.702 eV. As for the SMILES: [H]/N=C1/N=CC(=S)N1.

Element x y z (Å)
C1 -1.18131 0.98759 -0.23752
C2 0.42346 -0.60543 0.09609
C3 -0.23185 -0.59044 -1.21927
H1 -1.47003 2.40461 0.91838
H2 -0.01034 0.81715 1.65668
H3 0.01941 -1.53593 -1.79289
N1 -1.68077 2.15598 -0.02919
N2 -0.44615 0.13920 0.82838
N3 -1.05562 0.32421 -1.49669
S1 1.85481 -1.17324 0.76653

***

## 2
# C3H3N3S

C3H3N3S in the gas phase (ωB97M-V with the def2-TZVPD basis set, the Open Molecules 2025 dataset).

As for the spin multiplicity: 1. The value obtained for the lowest unoccupied orbital energy is -0.1 eV. The gap between HOMO and LUMO comes out at 9.013 eV. As for the SMILES: C1=NC=NSC=N1.

Element x y z (Å)
C1 0.51915 -1.25860 0.49758
C2 -1.50907 -0.58197 -0.44030
C3 -0.56672 1.44469 0.36619
H1 1.08091 -1.83353 1.37209
H2 -2.30707 -1.09926 -1.04918
H3 -0.81748 2.38110 0.85804
N1 -0.73096 -1.38772 0.41955
N2 -1.55530 0.65765 -0.28253
N3 0.70100 1.27383 0.37458
S1 1.40502 -0.05496 -0.45644

***

## 3
# C3H3N3S

2 unconnected molecules or ions with the total composition C3H3N3S (ωB97M-V with the def2-TZVPD basis set, the Open Molecules 2025 dataset).

As for the spin multiplicity: 1. The value obtained for the lowest unoccupied orbital energy is -1.9 eV. The gap between HOMO and LUMO comes out at 7.123 eV.

Element x y z (Å)
C1 0.80104 -0.34036 0.15757
C2 -1.50856 0.48749 -0.14713
C3 -0.56578 -0.33938 0.80700
H1 2.73140 -0.84770 0.11575
H2 1.15449 1.18271 -1.50922
H3 -2.61897 0.91129 0.03706
N1 1.77436 -0.91231 0.62608
N2 0.29885 0.05656 -1.24120
N3 -0.89382 0.70312 -1.18727
S1 -1.17301 -0.90142 2.34136

***

Relative stability in hartree, measured from the most stable structure: 1 0.0000; 2 0.0150; 3 0.1293